{
  "formula": "C24H18Cl5CuN3Sb",
  "method": "ωB97M-V/def2-TZVPD",
  "homo_ev": -7.228,
  "lumo_energy_ev": 0.166,
  "gap_ev": 7.394,
  "fmax_ha_per_bohr": 0.012,
  "species": ["Cu", "C", "C", "C", "C", "C", "C", "N", "Sb", "C", "C", "C", "C", "C", "C", "N", "C", "C", "C", "C", "C", "C", "N", "H", "H", "H", "H", "H", "H", "H", "H", "H", "H", "H", "H", "H", "H", "H", "H", "H", "H", "Cl", "C", "C", "C", "Cl", "C", "Cl", "C", "Cl", "C", "Cl"],
  "coordinates": [[-0.2729, 0.3915, 0.4801], [0.5951, 3.3577, -0.7415], [1.5136, 2.9316, 0.3625], [2.2913, 3.8596, 1.0537], [3.1240, 3.4300, 2.0674], [3.1882, 2.0722, 2.3506], [2.3887, 1.2043, 1.6244], [1.5579, 1.6285, 0.6634], [2.6125, -0.9074, 1.9690], [2.2226, -1.5189, -0.0606], [3.1404, -2.3889, -0.6330], [2.9395, -2.8158, -1.9368], [1.8295, -2.3553, -2.6158], [0.9481, -1.4824, -1.9800], [-0.2637, -0.9641, -2.6855], [1.1438, -1.0727, -0.7221], [0.6574, -1.3783, 2.7327], [0.5576, -1.8452, 4.0335], [-0.6867, -2.2441, 4.5028], [-1.7688, -2.1908, 3.6472], [-1.5969, -1.7102, 2.3500], [-2.7467, -1.6304, 1.3932], [-0.4006, -1.2970, 1.9164], [0.8689, 4.3395, -1.1254], [0.6183, 2.6300, -1.5524], [-0.4318, 3.3944, -0.3751], [2.2293, 4.9064, 0.7877], [3.7301, 4.1371, 2.6196], [3.8533, 1.6956, 3.1175], [3.9986, -2.7264, -0.0659], [3.6374, -3.4945, -2.4108], [1.6322, -2.6608, -3.6346], [-0.3307, -1.3504, -3.7008], [-1.1643, -1.2407, -2.1358], [-0.2424, 0.1257, -2.7163], [1.4346, -1.9025, 4.6659], [-0.8028, -2.6075, 5.5160], [-2.7506, -2.5126, 3.9679], [-3.5670, -2.2738, 1.7084], [-3.1067, -0.6023, 1.3313], [-2.4236, -1.9160, 0.3923], [-0.6552, 1.9355, 3.1606], [-1.9309, 2.2026, 1.9852], [-1.8306, 1.5519, 0.7511], [-2.8789, 1.8470, -0.1204], [-2.8770, 1.1146, -1.6976], [-3.9424, 2.6976, 0.1868], [-5.2050, 3.0076, -0.9465], [-3.9837, 3.3091, 1.4356], [-5.2806, 4.3680, 1.8502], [-2.9646, 3.0633, 2.3498], [-2.9952, 3.8212, 3.8977]],
  "forces_ev_per_a": [[0.2348, -0.3604, -0.4457], [-0.0079, -0.0206, 0.0128], [0.0283, -0.0016, -0.0010], [-0.0219, -0.0321, 0.0074], [-0.0152, -0.0060, -0.0148], [0.0003, 0.0313, 0.0158], [0.0208, 0.0759, -0.0681], [0.0518, -0.0923, 0.1111], [0.0418, -0.0204, 0.0030], [-0.0823, 0.0684, 0.0350], [-0.0001, -0.0052, -0.0135], [-0.0330, 0.0144, -0.0149], [0.0243, -0.0041, 0.0240], [0.0070, -0.0186, -0.0388], [-0.0391, 0.0382, 0.0605], [-0.0024, 0.0481, 0.1201], [-0.0546, -0.0509, 0.0064], [-0.0192, -0.0042, 0.0354], [0.0003, 0.0006, -0.0143], [0.0171, 0.0291, -0.0190], [-0.0263, -0.0083, 0.0175], [0.0206, 0.0097, -0.0060], [0.1295, 0.0773, 0.0442], [0.0123, -0.0020, 0.0068], [-0.0058, -0.0002, 0.0077], [-0.0076, 0.0226, -0.0124], [0.0071, 0.0000, 0.0074], [-0.0071, 0.0022, 0.0011], [0.0001, -0.0049, -0.0071], [-0.0065, 0.0086, 0.0085], [-0.0059, 0.0040, -0.0017], [0.0014, 0.0002, 0.0037], [-0.0015, -0.0008, -0.0072], [0.0060, 0.0117, -0.0111], [-0.0133, -0.0001, 0.0003], [-0.0004, -0.0024, -0.0092], [-0.0036, 0.0055, -0.0009], [0.0050, -0.0048, 0.0068], [0.0080, -0.0075, 0.0073], [-0.0204, -0.0101, 0.0014], [-0.0028, 0.0113, 0.0024], [-0.0096, -0.0289, 0.0613], [-0.0068, -0.0281, -0.1455], [-0.3291, 0.3398, 0.1634], [-0.0203, 0.1082, 0.2660], [0.0400, -0.1227, -0.1874], [0.0620, -0.0505, -0.0196], [-0.0178, -0.0033, -0.0348], [-0.0598, 0.0738, 0.0561], [0.0096, -0.0188, -0.0174], [0.1230, -0.1011, -0.0322], [-0.0307, 0.0297, 0.0293]]
}